{
  "formula": "C11H13NO2",
  "method": "ωB97M-V/def2-TZVPD",
  "elements": ["O", "O", "N", "C", "C", "C", "C", "C", "C", "C", "C", "C", "C", "C", "H", "H", "H", "H", "H", "H", "H", "H", "H", "H", "H", "H", "H"],
  "coordinates": [[0.428, -2.528, 1.135], [0.944, -1.176, 0.968], [-0.131, 1.813, 0.177], [2.297, 1.434, -0.237], [-2.230, -1.152, -0.061], [3.222, 0.929, 0.929], [-1.252, 1.096, 0.132], [0.385, -0.571, -0.258], [-3.459, -0.596, 0.197], [0.855, 1.031, -0.102], [0.777, -1.203, -1.598], [-1.120, -0.292, -0.142], [-3.661, 0.754, 0.258], [-2.555, 1.590, 0.273], [3.394, 1.637, 1.857], [4.228, 0.659, 0.323], [-4.654, 1.152, 0.355], [2.614, 0.961, -1.176], [1.335, -3.048, 1.212], [2.311, 2.578, -0.231], [-4.322, -1.202, -0.029], [2.701, -0.005, 1.359], [0.174, -2.185, -1.584], [1.902, -1.474, -1.371], [-2.626, 2.717, 0.436], [-2.227, -2.188, -0.295], [0.671, -0.734, -2.528]],
  "mulliken_charge": [-0.390, -0.314, -0.739, -0.768, -0.424, -0.768, -0.109, 2.131, -0.611, 0.151, -1.513, -0.007, -0.562, -0.179, 0.299, 0.230, 0.402, 0.345, 0.329, 0.307, 0.281, 0.214, 0.293, 0.344, 0.295, 0.411, 0.352],
  "homo_energy_ev": -8.4930,
  "charge": 0,
  "lumo_ev": 0.33,
  "e_above_lowest_kj_mol": 553.0,
  "spin_multiplicity": 1
}

{
  "formula": "C11H13NO2",
  "method": "ωB97M-V/def2-TZVPD",
  "elements": ["O", "O", "N", "C", "C", "C", "C", "C", "C", "C", "C", "C", "C", "C", "H", "H", "H", "H", "H", "H", "H", "H", "H", "H", "H", "H", "H"],
  "coordinates": [[1.740, 1.298, -0.596], [0.879, -0.385, 0.608], [-0.186, 1.605, 0.702], [-1.897, 2.038, 2.317], [-0.864, -0.124, 2.271], [-2.837, 1.663, 3.169], [1.308, -1.483, -3.028], [-1.033, 1.168, 1.753], [-1.850, -0.549, 3.128], [0.766, 0.795, 0.201], [-2.884, 0.332, 3.566], [2.273, 0.273, -1.506], [1.260, -0.004, -2.642], [0.201, -0.889, 1.725], [0.490, -1.757, -3.603], [1.527, 0.623, -3.583], [-1.917, 3.077, 2.128], [1.301, -2.125, -2.211], [-0.645, 2.377, 0.095], [0.452, -1.889, 1.790], [2.227, -1.725, -3.469], [-3.590, 2.386, 3.567], [3.145, 0.748, -1.828], [-1.774, -1.533, 3.624], [0.225, 0.240, -2.241], [-3.646, -0.060, 4.120], [2.319, -0.557, -0.949]],
  "mulliken_charge": [-0.475, -0.383, -0.185, -0.369, 0.644, -0.522, -1.514, 0.424, -0.669, 0.447, -0.598, -0.792, 0.061, -0.947, 0.391, 0.293, 0.401, 0.435, 0.287, 0.477, 0.411, 0.309, 0.433, 0.311, 0.192, 0.499, 0.438],
  "s2": 2.02,
  "homo_energy_ev": [-4.5059, -8.4659],
  "charge": 0,
  "lumo_ev": [0.90, -0.09],
  "e_above_lowest_kj_mol": 106.0,
  "spin_multiplicity": 3
}

{
  "formula": "C11H13O2P",
  "method": "ωB97M-V/def2-TZVPD",
  "elements": ["P", "O", "O", "C", "C", "C", "C", "C", "C", "C", "C", "C", "C", "C", "H", "H", "H", "H", "H", "H", "H", "H", "H", "H", "H", "H", "H"],
  "coordinates": [[-0.076, -0.812, -0.825], [0.835, -2.988, 0.691], [1.551, 1.206, 0.036], [0.098, -2.758, 2.784], [0.788, -3.546, 1.908], [2.534, 0.043, -1.621], [-1.840, 1.246, -1.416], [-3.061, 2.281, -0.967], [3.469, 1.056, -1.064], [0.035, -1.861, 0.751], [-0.429, -1.722, 2.036], [-1.385, 0.326, -0.313], [2.746, 1.752, -0.173], [1.423, 0.172, -0.759], [-0.193, -2.945, 3.787], [-3.970, 1.711, -0.769], [-3.330, 3.004, -1.843], [-0.989, -0.979, 2.454], [2.922, 2.689, 0.262], [-1.093, 1.906, -1.706], [2.585, -0.845, -2.193], [-2.192, -0.260, 0.020], [4.518, 1.365, -1.322], [-2.164, 0.720, -2.269], [-2.942, 2.809, -0.030], [1.293, -4.595, 2.016], [-1.131, 1.021, 0.524]],
  "mulliken_charge": [-0.186, -0.313, -0.265, -0.726, -0.234, -0.476, -0.739, -1.213, -0.421, -0.036, 0.069, -0.782, -0.359, 0.383, 0.389, 0.333, 0.296, 0.597, 0.449, 0.386, 0.454, 0.624, 0.313, 0.440, 0.358, 0.314, 0.345],
  "homo_energy_ev": -8.3279,
  "charge": 0,
  "lumo_ev": 0.96,
  "e_above_lowest_kj_mol": 137.8,
  "spin_multiplicity": 1
}

{
  "formula": "C11H14BBeN7Se",
  "method": "ωB97M-V/def2-TZVPD",
  "elements": ["Se", "N", "N", "N", "N", "N", "N", "N", "C", "C", "C", "C", "C", "C", "C", "C", "C", "C", "C", "B", "Be", "H", "H", "H", "H", "H", "H", "H", "H", "H", "H", "H", "H", "H", "H"],
  "coordinates": [[-0.718, -1.606, 6.077], [-1.473, -0.228, -1.451], [-1.602, -0.600, -0.135], [-1.105, -1.318, 3.092], [0.961, -0.569, -1.600], [1.120, -0.955, -0.276], [0.058, 1.679, -1.050], [0.113, 1.527, 0.316], [1.873, -1.159, -2.385], [2.125, -1.868, -0.281], [0.187, 2.968, -1.365], [2.641, -2.007, -1.583], [-2.843, -1.127, -0.039], [-0.915, -1.470, 4.305], [-3.500, -1.077, -1.297], [1.475, 0.007, 2.411], [0.315, 3.689, -0.178], [0.255, 2.765, 0.865], [-2.583, -0.490, -2.167], [-0.153, 0.427, -1.951], [0.456, 0.010, 0.893], [-2.569, -0.226, -3.220], [-4.480, -1.408, -1.579], [-0.391, -1.471, 2.319], [1.874, -0.883, -3.437], [2.465, -2.368, 0.606], [3.469, -2.594, -1.940], [1.664, 1.089, 2.381], [0.300, 2.893, 1.937], [-0.190, 0.715, -3.111], [0.196, 3.206, -2.412], [0.466, 4.734, -0.109], [1.402, -0.277, 3.489], [2.363, -0.497, 1.999], [-3.255, -1.511, 0.878]],
  "mulliken_charge": [-0.112, 0.031, -0.081, -0.407, 0.226, 0.192, 0.247, 0.054, -0.035, -0.053, -0.031, -1.137, -0.151, 0.331, -1.086, -1.013, -1.174, -0.052, -0.104, -0.006, -0.474, 0.417, 0.388, 0.172, 0.441, 0.522, 0.389, 0.141, 0.528, -0.111, 0.468, 0.416, 0.367, 0.240, 0.459],
  "homo_energy_ev": -8.5419,
  "charge": 0,
  "lumo_ev": 0.51,
  "e_above_lowest_kj_mol": 0.0,
  "spin_multiplicity": 1
}

{
  "formula": "C11H14BN7ORe",
  "method": "ωB97M-V/def2-TZVPD",
  "elements": ["Re", "O", "N", "N", "N", "N", "N", "N", "N", "C", "C", "C", "C", "C", "C", "C", "C", "C", "C", "C", "B", "H", "H", "H", "H", "H", "H", "H", "H", "H", "H", "H", "H", "H", "H"],
  "coordinates": [[-1.134, -0.384, -2.167], [-0.438, 1.409, 2.626], [-0.089, 1.890, -2.775], [-0.987, 1.475, -1.660], [-1.017, -0.165, -3.979], [0.916, -1.286, -2.408], [1.419, -0.309, -3.284], [-2.576, -1.222, -1.987], [1.659, 0.235, 2.543], [0.600, 0.844, 2.605], [-2.063, -0.462, -4.742], [-3.393, -1.699, -2.978], [-0.265, -2.323, 2.359], [0.490, 3.015, -2.331], [-3.183, -1.225, -4.294], [0.172, 3.296, -1.006], [2.772, -0.399, -3.295], [-0.652, 2.275, -0.568], [2.019, -1.838, -1.765], [3.186, -1.338, -2.351], [0.396, 0.783, -3.845], [3.342, 0.231, -3.971], [4.219, -1.583, -2.106], [2.381, 0.631, 3.139], [-0.953, -1.520, 2.168], [0.519, 4.126, -0.403], [-4.195, -2.428, -2.704], [-3.994, -1.416, -4.974], [1.132, 3.561, -2.989], [-1.950, -0.026, -5.730], [-0.821, 1.944, 0.447], [1.948, -2.445, -0.869], [0.496, -1.886, 1.761], [0.689, 1.201, -4.918], [-0.646, -2.963, 1.578]],
  "mulliken_charge": [1.040, -0.280, 0.106, -0.071, -0.330, -0.294, 0.442, -0.157, -0.400, 0.789, 0.266, -0.180, -0.246, -0.010, -0.645, -0.600, 0.118, -0.590, -0.339, -0.503, -0.009, 0.528, 0.489, 0.342, 0.356, 0.468, 0.466, 0.428, 0.561, 0.492, 0.674, 0.507, 0.068, 0.123, 0.392],
  "s2": 4.18,
  "homo_energy_ev": [-22.0902, -22.7019],
  "charge": 4,
  "lumo_ev": [-18.75, -18.45],
  "e_above_lowest_kj_mol": 225.3,
  "spin_multiplicity": 4
}

{
  "formula": "C11H14BN7PdS",
  "method": "ωB97M-V/def2-TZVPD",
  "elements": ["Pd", "S", "N", "N", "N", "N", "N", "N", "N", "C", "C", "C", "C", "C", "C", "C", "C", "C", "C", "C", "B", "H", "H", "H", "H", "H", "H", "H", "H", "H", "H", "H", "H", "H", "H"],
  "coordinates": [[-0.249, 0.022, 1.128], [-0.062, 1.055, 5.424], [0.262, 2.075, -1.024], [-1.115, 0.529, 2.885], [1.373, -0.533, -0.051], [0.100, 1.899, 0.361], [1.553, -0.024, -1.344], [-1.200, -0.452, -0.644], [-0.881, -0.034, -1.951], [3.121, -1.568, -1.015], [-2.367, -1.104, -0.653], [-0.234, -3.026, 2.833], [-1.847, -0.525, -2.755], [0.125, 3.386, -1.289], [-0.625, 0.720, 3.976], [-0.224, 3.071, 0.914], [2.330, -1.458, 0.147], [2.591, -0.659, -1.929], [-2.788, -1.213, -1.976], [-0.196, 4.030, -0.098], [0.457, 0.872, -2.004], [-0.495, 3.179, 1.955], [-1.835, -0.358, -3.824], [0.232, 3.773, -2.283], [3.946, -2.257, -1.146], [-3.679, -1.717, -2.294], [-0.412, 5.061, 0.016], [0.748, 1.220, -3.108], [2.352, -2.013, 1.070], [-2.815, -1.411, 0.272], [2.842, -0.424, -2.961], [-0.200, -3.745, 1.995], [-1.200, -3.156, 3.324], [0.553, -3.241, 3.601], [-0.160, -1.970, 2.448]],
  "mulliken_charge": [0.137, 0.073, 0.168, -0.353, 0.324, 0.103, 0.086, 0.257, -0.026, -1.056, -0.213, -0.436, -0.016, 0.004, 0.662, -0.092, -0.306, -0.016, -1.072, -1.055, 0.060, 0.409, 0.499, 0.495, 0.410, 0.424, 0.437, 0.013, 0.503, 0.479, 0.463, 0.330, 0.344, 0.328, -0.365],
  "s2": 2.03,
  "homo_energy_ev": [-15.7799, -15.7134],
  "charge": 2,
  "lumo_ev": [-10.34, -10.94],
  "e_above_lowest_kj_mol": 56.5,
  "spin_multiplicity": 3
}

{
  "formula": "C11H14BrNO",
  "method": "ωB97M-V/def2-TZVPD",
  "elements": ["Br", "O", "N", "C", "C", "C", "C", "C", "C", "C", "C", "C", "C", "C", "H", "H", "H", "H", "H", "H", "H", "H", "H", "H", "H", "H", "H", "H"],
  "coordinates": [[0.371, -1.131, -3.125], [0.648, 0.290, -0.707], [-0.924, 3.345, -0.485], [0.125, -1.531, 3.686], [1.499, 1.496, -2.537], [-0.991, 1.488, -2.276], [-0.390, -0.398, 0.006], [-0.905, 2.550, -1.299], [1.330, 2.255, -3.617], [0.064, 2.585, -4.255], [0.345, 0.738, -2.059], [-1.048, 2.177, -3.629], [-0.314, -0.802, 2.472], [0.327, -1.183, 1.212], [-1.956, 0.875, -2.105], [-0.632, -1.164, 4.527], [-0.232, 0.273, 2.720], [-0.885, -1.088, -0.735], [0.213, -2.275, 1.085], [0.163, 3.224, -5.149], [2.168, 2.668, -4.211], [1.367, -0.948, 1.190], [1.144, -1.423, 3.901], [-2.102, 2.394, -4.010], [2.489, 1.422, -2.122], [-1.265, 0.370, 0.315], [-0.068, -2.654, 3.688], [-1.356, -0.885, 2.311]],
  "mulliken_charge": [-0.207, -0.358, -0.505, -1.300, -0.922, 0.673, -0.311, 0.091, -0.098, -0.329, 0.269, -0.684, -0.417, -0.595, 0.403, 0.289, 0.335, 0.355, 0.271, 0.367, 0.324, 0.324, 0.369, 0.299, 0.436, 0.233, 0.305, 0.381],
  "homo_energy_ev": -9.2714,
  "charge": 0,
  "lumo_ev": -0.41,
  "e_above_lowest_kj_mol": 180.7,
  "spin_multiplicity": 1
}

{
  "formula": "C11H14Cl3N3S",
  "method": "ωB97M-V/def2-TZVPD",
  "elements": ["Cl", "Cl", "Cl", "S", "N", "N", "N", "C", "C", "C", "C", "C", "C", "C", "C", "C", "C", "C", "H", "H", "H", "H", "H", "H", "H", "H", "H", "H", "H", "H", "H", "H"],
  "coordinates": [[-3.444, -2.107, 0.123], [1.991, -2.593, -0.469], [-0.105, -0.999, 4.245], [1.615, -0.376, -3.514], [-0.691, 0.368, -1.838], [-0.354, -2.024, -2.455], [-1.129, -2.532, -1.458], [-1.836, -1.571, 1.967], [0.622, -1.863, 1.814], [-1.980, -2.085, 0.671], [0.367, -2.057, 0.477], [1.650, 2.953, 1.533], [-0.224, 1.515, -1.553], [-0.820, -2.180, -0.018], [0.214, -0.721, -2.542], [0.350, 1.470, -0.120], [0.878, 2.949, 0.256], [-0.445, -1.271, 2.678], [-1.348, 2.167, -1.739], [2.374, 2.314, 1.452], [1.832, 4.128, 1.672], [-0.067, 3.520, 0.088], [-2.102, -2.526, -1.679], [1.746, 3.293, -0.704], [0.985, 2.653, 2.304], [-0.275, 1.167, 0.596], [1.764, -1.622, 2.308], [0.511, -2.887, -2.940], [-1.411, -0.317, -1.326], [0.633, 1.631, -2.445], [-2.727, -1.424, 2.787], [1.425, 1.027, -0.171]],
  "mulliken_charge": [-0.252, -0.207, -0.182, -0.320, 0.033, -0.333, -0.238, -0.616, -0.399, 1.245, 0.209, -1.277, -0.758, -0.484, 0.076, -0.353, -0.514, 0.249, 0.266, 0.485, 0.285, 0.409, 0.367, 0.229, 0.320, 0.485, 0.193, 0.344, 0.217, 0.186, 0.174, 0.163],
  "homo_energy_ev": -8.3011,
  "charge": 0,
  "lumo_ev": -0.17,
  "spin_multiplicity": 1
}